# 1
DFT (wB97M-V/def2-TZVPD) results for a 15-piece molecular cluster, C13H44F9N3O15 overall.

Properties
HOMO, eV: -8.8
LUMO level, eV: 0.0
Gap between HOMO and LUMO, eV: 8.88
DFT total energy, a.u.: -2713.3924
Max |F|, eV Å⁻¹: 0.8

Structure (XYZ):
```
84
Properties=species:S:1:pos:R:3:forces:R:3
C 1.0640 -3.6332 -0.0934 0.123 -0.367 -0.717
N 1.6802 -2.9598 -1.2413 -0.280 0.312 0.044
C 1.9648 -1.5478 -1.0190 0.137 -0.370 0.002
C 0.6885 -0.7360 -1.2267 -0.303 0.575 0.066
C 0.5502 -0.0217 -2.6113 0.756 -0.194 0.007
C 1.8095 0.6602 -3.1733 0.028 -0.081 0.177
C 1.6222 1.1223 -4.6082 0.138 0.018 -0.179
C 0.7166 2.2812 -4.9321 0.043 -0.008 0.053
N 2.2302 0.5471 -5.5636 0.148 -0.020 0.074
N -0.5314 0.9777 -2.4291 -0.068 -0.438 0.614
C -0.9045 0.9278 -1.0440 0.301 -0.168 -0.079
O -1.9910 1.1807 -0.6280 -0.163 0.430 0.138
C 0.3375 0.4307 -0.2770 0.065 0.092 -0.356
C 0.2127 0.1862 1.2204 -0.021 0.041 -0.202
F -1.0717 0.2153 1.6574 0.015 0.047 0.124
F 0.6975 -1.0251 1.5733 0.051 -0.063 -0.003
C 1.0097 1.1985 2.0921 -0.274 -0.071 0.272
F 2.3020 1.1867 1.7131 0.124 -0.067 -0.169
F 0.9566 0.7697 3.3643 0.011 0.030 0.043
C 0.4847 2.6780 2.0685 0.341 0.161 0.195
F -0.5391 2.8149 1.2097 -0.106 0.021 -0.180
F 0.0588 3.0297 3.2950 -0.167 -0.115 -0.044
C 1.5481 3.7457 1.6947 -0.179 0.143 0.119
F 0.9587 4.9431 1.7209 0.059 -0.056 -0.003
F 2.0658 3.5608 0.4897 0.019 -0.115 -0.032
F 2.5202 3.7399 2.6154 0.081 -0.039 -0.190
H 0.1880 -3.0859 0.2531 0.100 0.112 0.068
H 1.7620 -3.8044 0.7223 -0.069 0.207 0.228
H 0.7041 -4.6072 -0.4262 0.068 0.058 0.147
H 2.5240 -3.4438 -1.5107 -0.003 -0.018 -0.006
H 2.7179 -1.2587 -1.7497 0.006 0.069 0.033
H 2.4032 -1.3606 -0.0293 -0.077 0.068 0.016
H -0.1815 -1.3985 -1.1706 0.250 -0.334 -0.018
H 0.3137 -0.8206 -3.3153 -0.518 0.314 -0.178
H 2.1325 1.4896 -2.5288 -0.113 0.086 -0.072
H 2.6376 -0.0453 -3.2059 -0.059 -0.069 0.082
H 1.1142 2.8153 -5.7921 -0.003 -0.017 -0.011
H 0.6303 2.9744 -4.0949 -0.011 0.072 -0.048
H -0.2827 1.9267 -5.1880 -0.027 -0.024 0.104
H 2.8157 -0.1972 -5.1804 -0.019 -0.134 -0.162
H -0.1479 1.9163 -2.5157 -0.290 0.047 -0.564
H 1.1007 1.1966 -0.4627 0.023 0.050 0.317
O 2.1479 5.3563 5.1723 -0.142 -0.107 -0.012
H 2.2537 4.8020 4.3907 0.079 0.134 0.045
H 1.6868 6.1430 4.8614 0.030 0.014 0.022
O -3.1981 -1.5038 3.1404 -0.039 0.031 -0.041
H -2.4362 -0.9269 3.2495 0.021 -0.036 -0.027
H -3.8727 -0.9371 2.7502 -0.058 -0.016 0.063
O -3.8760 2.7726 1.3564 0.133 0.102 0.231
H -3.8216 3.1081 2.2593 -0.005 -0.012 -0.011
H -2.9731 2.5162 1.1257 -0.125 -0.192 -0.195
O 0.2742 3.5304 6.5424 0.026 0.179 -0.101
H 0.3869 2.7786 5.9548 -0.068 -0.062 0.067
H 0.8868 4.2014 6.1978 0.059 -0.042 0.030
O -0.0730 -6.6977 -0.1046 -0.062 -0.278 0.224
H 0.5466 -7.4110 0.0753 0.002 0.000 -0.069
H -0.9316 -7.0169 0.2106 -0.081 0.113 -0.179
O 1.5024 -5.2636 2.4748 0.033 -0.109 0.307
H 0.9480 -6.0502 2.4973 -0.058 0.057 -0.133
H 1.2287 -4.7526 3.2435 0.018 -0.010 -0.009
O -2.9457 -6.2925 0.1421 0.180 -0.061 -0.257
H -3.8840 -6.3742 -0.0727 0.045 0.001 0.360
H -2.6821 -5.4457 -0.2315 0.065 -0.015 0.025
O 3.6362 -2.4174 -4.7290 0.046 0.066 0.017
H 3.2723 -2.8410 -5.5127 -0.070 0.008 0.033
H 4.1497 -3.1067 -4.2975 0.021 0.025 0.001
O -2.5142 5.9321 0.7803 0.008 -0.005 0.083
H -1.9551 5.2513 1.1656 0.012 0.001 -0.027
H -3.4109 5.6133 0.9293 0.003 -0.041 -0.093
O -0.3365 4.9546 9.1789 -0.110 0.090 -0.060
H -0.7498 4.2181 9.6379 0.029 -0.004 0.010
H -0.3836 4.7039 8.2474 0.095 -0.160 0.061
O -6.0488 1.2469 2.6025 0.067 -0.111 0.042
H -5.2938 1.4914 2.0506 -0.010 0.135 -0.130
H -6.8123 1.6004 2.1374 -0.003 -0.024 0.000
O 4.2044 0.4552 -8.4011 -0.077 -0.069 0.023
H 3.5617 0.3417 -7.6892 -0.036 0.120 0.089
H 3.8123 1.1255 -8.9680 0.015 0.002 0.002
O 0.0689 -2.4134 -5.0074 0.014 -0.036 -0.085
H 0.2045 -2.3052 -5.9542 -0.037 0.082 0.009
H -0.6092 -3.0920 -4.9303 0.026 -0.012 0.040
O -5.5757 -5.6142 1.0657 -0.235 0.119 -0.114
H -5.5879 -4.6999 0.7643 -0.035 0.007 0.038
H -5.6723 -5.5502 2.0209 0.089 -0.076 0.010
```
Positions in Å, forces in eV/Å.



# 2
DFT (wB97M-V/def2-TZVPD) results for C13H44HfN3O8 as an isolated structure at a distorted geometry.

Properties
HOMO, eV: -15.3
LUMO level, eV: -13.8
Gap between HOMO and LUMO, eV: 1.46
Total charge: +3
DFT total energy, a.u.: -1334.6477
Relative energy (zero: lowest compared OMol25 entry of this formula, charge and spin), kcal per mole: 0.0
Max |F|, eV Å⁻¹: 9.6

Structure (XYZ):
```
69
Properties=species:S:1:pos:R:3:forces:R:3
Hf 0.4925 1.4692 4.9020 -2.255 -1.801 -9.184
C 0.2444 0.7769 1.4290 -0.103 -0.433 -0.541
O 0.4908 1.2826 2.7168 0.965 0.758 5.596
H 0.9456 1.2061 0.7112 -0.077 0.288 0.128
H 0.3478 -0.3066 1.3082 0.097 -0.058 0.594
H -0.7787 1.0141 1.1518 0.036 0.078 -0.108
O 0.0869 -0.9529 4.4344 0.555 1.192 1.200
H -0.0567 -1.3775 3.5592 -0.286 -0.088 -0.318
H 0.3362 -1.6784 5.0273 0.013 -0.013 0.005
O -0.8111 -2.7703 2.4803 0.067 0.294 0.166
H -1.2139 -3.5650 2.8523 0.033 -0.006 0.027
H -0.9587 -2.8446 1.5310 0.051 -0.013 -0.015
O -1.8081 1.1403 4.3123 1.335 0.054 1.088
H -2.2822 1.5075 3.4844 0.015 0.885 -0.526
H -2.2342 0.2905 4.5064 0.036 0.017 0.143
O 1.6419 3.3682 4.1193 -0.797 -0.423 1.077
H 2.2143 3.4329 3.3354 -0.009 -0.411 -0.041
H 1.2451 4.2519 4.2182 0.154 0.064 0.155
C 1.4124 0.3526 -5.0357 -0.503 0.392 0.299
C 0.6690 -0.6272 -4.1093 -0.937 -0.023 -0.608
C -0.8589 -0.5098 -4.1966 0.118 0.052 -0.256
O -1.2319 0.8261 -3.9064 0.019 0.320 0.349
C -1.7224 0.9944 -2.5901 -1.239 -1.063 -0.607
N 1.0407 -1.9794 -4.4829 0.707 0.149 -0.254
H 0.9918 1.3539 -4.9223 0.029 0.016 0.075
H 1.2340 0.0481 -6.0670 0.181 0.011 -0.039
H 2.4799 0.4018 -4.8242 0.019 -0.159 -0.061
H 0.8163 -0.4219 -3.0429 0.829 -0.104 -0.077
H -1.2783 -1.2528 -3.5097 -0.159 0.236 0.242
H -1.2770 -0.7856 -5.1681 0.270 0.231 -0.222
H -2.0002 2.0183 -2.3491 0.876 0.295 -0.222
H -1.0624 0.4883 -1.8779 0.067 0.395 0.325
H -2.7057 0.5026 -2.5556 0.107 -0.309 0.298
H 2.0445 -2.0123 -4.6551 0.051 -0.270 0.487
H 0.6718 -2.2011 -5.4075 -0.459 -0.151 0.241
C -4.3130 0.2661 1.7359 -0.183 0.770 -0.808
C -4.2151 1.7603 1.4213 0.482 -0.228 -0.297
C -5.4130 2.5809 1.8735 -0.210 -0.645 0.500
O -6.5397 2.0982 1.2147 0.246 -0.148 -0.746
C -7.7550 2.8154 1.4605 0.763 -0.445 0.099
N -2.9392 2.3270 1.9676 0.461 -0.245 0.148
H -5.1953 -0.0659 1.1883 -0.118 -0.283 0.371
H -4.4032 0.0481 2.8005 -0.021 -0.060 0.005
H -3.4682 -0.2366 1.2576 0.118 -0.185 0.339
H -4.0573 1.8164 0.3393 -0.787 0.168 -0.098
H -5.2396 3.6521 1.7105 -0.065 0.053 -0.079
H -5.5460 2.3938 2.9516 0.175 0.364 0.172
H -8.4710 2.4294 0.7421 -0.087 0.124 0.053
H -7.5636 3.8773 1.2984 -0.338 0.080 0.154
H -8.0687 2.5760 2.4789 -0.262 0.389 0.002
H -2.2673 2.0311 1.2658 0.234 -0.191 0.222
H -2.9267 3.3282 1.7682 -0.297 0.122 0.576
C 7.5295 -2.4399 -0.2541 0.269 0.272 0.770
C 6.1375 -2.9974 -0.5774 0.957 0.236 -0.548
C 5.1482 -1.8094 -0.6397 -0.632 0.083 1.194
O 3.8543 -2.2637 -0.9651 -0.011 -0.198 -0.928
C 2.8949 -1.2536 -1.1476 -0.312 0.214 0.372
N 6.1955 -3.5966 -1.8985 -1.332 0.802 0.802
H 7.9478 -1.7413 -0.9832 -0.470 -0.134 -0.405
H 8.2797 -3.2228 -0.1582 -0.224 -0.199 0.064
H 7.5249 -1.8605 0.6719 -0.114 -0.218 0.146
H 5.7604 -3.7266 0.1389 0.232 -0.023 0.066
H 5.5997 -1.0559 -1.2950 -0.500 0.097 -0.248
H 4.9962 -1.3981 0.3698 0.858 0.232 0.092
H 1.9519 -1.7113 -1.4420 0.217 -0.218 -0.409
H 3.2033 -0.4859 -1.8614 0.031 -0.133 -0.192
H 2.6356 -0.7294 -0.2150 0.433 0.026 0.261
H 6.3106 -2.8162 -2.5437 0.364 -0.528 -0.521
H 5.2864 -4.0303 -2.0533 0.316 -0.357 -0.546
```
Positions in Å, forces in eV/Å.



# 3
DFT (wB97M-V/def2-TZVPD) results for a 8-piece molecular cluster, C13H44NO7 overall at a distorted geometry.

Properties
HOMO, eV: -12.5
LUMO level, eV: -2.4
Gap between HOMO and LUMO, eV: 10.10
Total charge: +1
DFT total energy, a.u.: -1102.9329
Max |F|, eV Å⁻¹: 1.2

Structure (XYZ):
```
65
Properties=species:S:1:pos:R:3:forces:R:3
N -0.3293 0.1679 -0.3502 -0.259 -0.219 -0.152
H 0.5743 0.6522 -0.4774 -0.069 -0.147 -0.046
H -1.0088 0.9081 -0.1362 -0.078 -0.296 -0.113
H -0.3106 -0.5827 0.3610 0.266 0.191 0.361
H -0.6133 -0.3209 -1.2151 0.299 0.363 0.003
C -1.4134 0.1722 -3.6280 0.575 -0.748 -0.438
O -0.7221 -0.9028 -2.9174 -0.732 0.416 -0.405
H -0.7744 0.4824 -4.4565 0.008 0.362 0.170
H -2.3356 -0.1918 -4.0813 -0.164 0.043 0.320
H -1.6013 0.9807 -2.9320 -0.007 0.065 0.046
H -0.7282 -1.6499 -3.5234 0.164 -0.152 0.177
C 4.0054 -0.1867 -1.8680 -0.027 -0.723 0.922
C 2.8959 -0.7465 -2.7206 -0.201 0.776 -0.755
C 3.0518 -0.2945 -4.1853 0.115 -0.438 0.135
O 2.9117 -2.1614 -2.6196 -0.050 -0.030 0.186
H 4.9732 -0.5279 -2.2363 0.047 0.316 -0.183
H 3.9338 -0.5854 -0.8478 -0.093 0.004 -0.125
H 3.9399 0.8930 -1.7624 0.169 0.090 -0.317
H 1.9178 -0.3687 -2.3872 0.110 -0.032 0.275
H 3.5015 0.6935 -4.2772 -0.159 0.109 0.096
H 2.0894 -0.3030 -4.7020 0.063 -0.002 -0.092
H 3.7282 -0.9926 -4.6843 -0.039 0.041 -0.049
H 2.2178 -2.5057 -3.1894 0.056 -0.090 -0.043
C -0.5259 -4.2102 2.3918 -0.766 -0.370 0.191
C 0.3933 -3.1445 1.8517 0.795 -0.446 0.259
C 1.4423 -3.6855 0.8819 -0.746 -0.004 -0.206
O -0.3681 -2.0607 1.3047 -0.104 -0.102 0.007
H -1.2428 -4.6026 1.6584 0.211 0.231 -0.237
H -1.1313 -3.8135 3.2125 0.125 -0.036 0.031
H 0.0021 -5.0916 2.7550 0.217 0.179 0.089
H 0.9690 -2.7612 2.7017 -0.227 0.321 -0.041
H 0.9924 -4.2749 0.0758 -0.073 0.132 0.009
H 2.0889 -4.3643 1.4341 0.264 0.144 -0.043
H 1.9958 -2.8618 0.4331 0.226 -0.113 0.064
H -1.2723 -2.3700 1.1471 0.012 0.062 -0.116
C -1.9920 -0.0053 4.1899 -0.188 -0.290 -0.033
C -2.5412 0.4667 2.8638 0.449 0.005 -0.173
C -3.9293 1.0471 2.9856 -0.414 0.191 -0.244
O -1.6394 1.4566 2.2933 -0.213 0.058 -0.105
H -2.4935 -0.9251 4.4989 -0.065 0.070 0.021
H -2.1769 0.7458 4.9597 0.224 0.005 0.071
H -0.9335 -0.2346 4.0898 0.078 0.132 0.119
H -2.4781 -0.3382 2.1295 -0.225 -0.066 0.064
H -4.5998 0.4295 3.5828 0.181 -0.025 0.184
H -4.4438 1.1805 2.0302 0.270 0.021 -0.094
H -3.8440 2.0355 3.4482 -0.176 -0.095 0.153
H -1.6580 2.2500 2.8435 0.067 -0.072 0.118
C 0.8485 4.4913 -0.6945 0.554 0.237 0.022
C 1.7347 3.3890 -0.1489 -0.560 -0.604 0.316
C 1.4817 3.0556 1.3243 -0.314 -0.068 0.039
O 1.4609 2.1646 -0.9124 0.507 0.573 0.108
H -0.2018 4.2098 -0.6530 -0.026 -0.105 -0.141
H 1.1825 4.7084 -1.7126 -0.396 0.028 -0.087
H 0.9760 5.4170 -0.1294 0.057 -0.067 0.073
H 2.7870 3.6392 -0.2871 0.016 0.010 -0.067
H 0.7459 3.7325 1.7631 0.217 0.179 0.007
H 2.3983 3.0802 1.9085 -0.018 0.088 0.059
H 1.0444 2.0630 1.4582 0.134 -0.035 -0.215
H 1.7953 2.3353 -1.7986 -0.061 -0.195 -0.148
O -2.7917 -2.0243 -0.1143 0.034 0.002 -0.063
H -3.6927 -2.3618 -0.1512 -0.038 0.007 0.059
H -2.4159 -2.2292 -0.9782 -0.002 -0.005 -0.032
O -2.3414 2.2567 -0.2039 0.003 -0.095 0.214
H -3.2461 2.5485 -0.3467 -0.007 -0.008 -0.113
H -2.2832 2.0271 0.7502 -0.015 0.224 -0.090
```
Positions in Å, forces in eV/Å.